1.
Formula: C3H4FNOS
Source: OMol25
Level of theory: ωB97M-V/def2-TZVPD

Each line ends with the Löwdin charge.
Geometry (Å):
C -0.362 -0.673 0.238  -0.1615
C 0.881 0.171 0.101  -0.3420
C 0.014 1.367 0.179  0.0254
N -1.177 0.527 0.158  -0.2830
O -3.399 -0.905 0.234  -0.6342
F 1.743 0.012 1.176  -0.0126
S -3.064 0.505 0.176  0.8590
H -0.530 -1.454 -0.568  0.1463
H -0.472 -0.936 1.322  0.1478
H 1.430 -0.039 -0.884  0.1678
H 0.174 2.398 0.282  0.0870

Calculated values
orbital gap (alpha / beta) = 8.0 / 6.5 eV
ΔE to the lowest compared entry with this formula, charge and spin = 97.69 kcal/mol

2.
Formula: C39H63FO13S3
Source: OMol25
Level of theory: ωB97M-V/def2-TZVPD

Each line ends with the Löwdin charge.
Geometry (Å):
C -1.871 -4.677 3.404  -0.1123
O -1.795 -3.292 3.635  -0.1968
C -2.910 -2.622 3.074  -0.2243
C -2.977 -1.153 3.514  -0.1677
C -1.714 -0.631 4.192  -0.1920
C -0.609 -0.212 3.198  -0.1889
C 0.748 -0.884 3.478  -0.2004
C 1.954 0.026 3.262  -0.2101
C 1.914 0.825 1.952  -0.2036
C 3.303 1.229 1.426  -0.1970
C 3.624 0.582 0.074  -0.2100
C 4.670 1.329 -0.750  -0.2034
C 4.485 1.097 -2.267  -0.1883
C 5.152 2.219 -3.059  -0.1345
C 5.476 1.906 -4.503  -0.0748
C 4.514 1.586 -5.472  -0.1257
C 3.028 1.581 -5.162  -0.0736
C 2.338 0.306 -5.657  -0.3563
C 1.507 0.476 -6.932  -0.0272
F 1.480 -0.166 -4.656  -0.0401
C 4.888 1.296 -6.784  0.0468
C 6.219 1.328 -7.176  -0.0660
C 7.201 1.684 -6.241  -0.0010
C 6.824 1.953 -4.913  -0.1758
O 7.802 2.247 -3.997  0.0468
C 8.615 1.769 -6.703  -0.2700
O 9.497 2.304 -6.079  0.1230
C 8.936 1.190 -8.039  -0.0774
C 10.275 1.030 -8.398  0.0014
C 10.597 0.474 -9.626  -0.0593
C 9.609 0.085 -10.528  -0.0560
C 8.272 0.266 -10.195  0.0018
C 7.953 0.809 -8.952  -0.0881
C 6.525 0.982 -8.586  -0.2930
O 5.645 0.816 -9.391  0.1139
H -0.882 -5.086 3.594  0.0849
H -2.597 -5.153 4.067  0.0834
H -2.127 -4.895 2.365  0.0861
H -2.899 -2.706 1.981  0.1200
H -3.819 -3.138 3.396  0.0973
H -3.817 -1.058 4.200  0.0964
H -3.233 -0.540 2.652  0.1058
H -1.352 -1.360 4.910  0.0987
H -2.014 0.244 4.770  0.1033
H -0.530 0.870 3.189  0.0727
H -0.965 -0.541 2.220  0.1077
H 0.748 -1.193 4.523  0.1035
H 0.821 -1.801 2.898  0.1092
H 2.095 0.685 4.118  0.1147
H 2.844 -0.610 3.233  0.1034
H 1.343 1.733 2.143  0.0854
H 1.351 0.245 1.221  0.1070
H 4.035 0.934 2.179  0.1050
H 3.374 2.313 1.355  0.1031
H 2.688 0.467 -0.469  0.1005
H 3.991 -0.430 0.256  0.1181
H 4.544 2.402 -0.589  0.1080
H 5.680 1.054 -0.456  0.1164
H 3.415 1.037 -2.422  0.0875
H 4.919 0.126 -2.505  0.1291
H 4.590 3.154 -3.013  0.1334
H 6.100 2.415 -2.569  0.1050
H 2.817 1.753 -4.119  0.0957
H 2.612 2.423 -5.716  0.1229
H 3.074 -0.479 -5.813  0.1389
H 0.500 0.130 -6.728  0.0804
H 1.921 -0.105 -7.753  0.0777
H 1.470 1.514 -7.250  0.0740
H 4.155 1.048 -7.534  0.1192
H 7.918 3.199 -3.917  0.1269
H 11.037 1.351 -7.703  0.1182
H 11.632 0.329 -9.902  0.1045
H 9.845 -0.331 -11.495  0.1040
H 7.460 0.008 -10.854  0.1170
C -7.012 -7.278 5.180  -0.0702
C -6.287 -7.357 3.852  -0.2461
O -7.046 -6.769 2.772  -0.2590
S -7.068 -5.185 2.666  0.5738
C -7.729 -5.078 1.039  -0.1148
O -5.722 -4.702 2.673  -0.2704
O -8.025 -4.664 3.596  -0.2771
H -7.094 -6.248 5.526  0.0724
H -6.472 -7.850 5.934  0.0824
H -8.023 -7.675 5.089  0.0848
H -5.303 -6.889 3.905  0.1100
H -6.140 -8.396 3.564  0.1218
H -7.017 -5.512 0.343  0.0764
H -7.879 -4.023 0.822  0.0755
H -8.678 -5.608 1.012  0.0762
C -8.976 -2.060 4.837  -0.0792
C -8.962 -1.018 3.740  -0.2443
O -8.617 0.301 4.222  -0.2618
S -7.082 0.584 4.516  0.5603
C -7.195 2.335 4.647  -0.1220
O -6.324 0.245 3.349  -0.2805
O -6.734 0.045 5.793  -0.2692
H -7.975 -2.243 5.222  0.0743
H -9.366 -2.997 4.454  0.0558
H -9.595 -1.728 5.672  0.0870
H -8.282 -1.300 2.934  0.1105
H -9.955 -0.913 3.307  0.1212
H -7.499 2.740 3.686  0.0729
H -6.207 2.700 4.920  0.0757
H -7.916 2.582 5.422  0.0744
C -0.187 6.838 4.301  -0.0722
C -1.504 6.093 4.391  -0.2522
O -1.810 5.366 3.182  -0.2635
S -1.048 3.991 2.937  0.5558
C -2.065 3.391 1.633  -0.1106
O -1.214 3.165 4.095  -0.2743
O 0.259 4.265 2.426  -0.2749
H 0.655 6.149 4.259  0.0717
H -0.062 7.478 5.174  0.0811
H -0.155 7.451 3.401  0.0844
H -1.521 5.411 5.243  0.1139
H -2.326 6.795 4.517  0.1204
H -3.067 3.224 2.017  0.0755
H -1.626 2.455 1.292  0.0730
H -2.069 4.123 0.829  0.0758

Calculated values
orbital gap = 8.4 eV

3.
Formula: C25H37BN9NaS2Si2
Source: OMol25
Level of theory: ωB97M-V/def2-TZVPD

Each line ends with the Löwdin charge.
Geometry (Å):
Na 0.987 0.061 0.542  0.0727
C -0.364 -0.168 4.802  -0.0995
C -0.963 -0.182 3.561  -0.1137
N -0.355 -1.171 2.756  -0.1210
N 0.562 -1.855 3.615  0.0052
C 0.571 -1.179 4.823  -0.1320
B 1.872 -2.447 3.103  -0.5695
N 1.687 -3.223 1.783  -0.0517
C 1.517 -4.547 1.632  -0.1200
C 1.323 -4.806 0.289  -0.0927
C 1.396 -3.538 -0.311  -0.1758
N 1.614 -2.599 0.596  0.0726
N 2.909 -1.302 2.898  -0.0348
C 4.156 -1.186 3.377  -0.1146
C 4.657 0.042 2.988  -0.0926
C 3.604 0.615 2.259  -0.1625
N 2.565 -0.207 2.212  0.0459
H -0.558 0.541 5.588  0.0850
H -1.653 0.515 3.126  0.0745
H 1.291 -1.447 5.575  0.0902
H 2.320 -3.203 3.941  0.1078
H 1.542 -5.203 2.486  0.1038
H 1.157 -5.760 -0.181  0.0694
H 1.272 -3.254 -1.342  0.0782
H 4.590 -1.975 3.968  0.1019
H 5.621 0.464 3.215  0.0689
H 3.537 1.582 1.789  0.0922
C -0.317 -1.120 -5.732  -0.2055
Si 0.109 0.623 -5.166  0.4788
C 0.841 1.464 -6.710  -0.2101
C -1.440 1.603 -4.764  -0.1936
C 1.428 0.709 -3.849  -0.2798
C 2.645 1.332 -4.044  -0.1137
C 3.585 1.391 -3.016  -0.1002
C 3.235 0.814 -1.809  -0.1589
N 2.077 0.207 -1.583  0.0085
C 1.166 0.138 -2.573  -0.7696
S -0.333 -0.652 -2.266  0.5930
H -0.803 -1.091 -6.709  0.0136
H -0.971 -1.609 -5.014  -0.0050
H 0.589 -1.720 -5.819  0.0252
H 0.121 1.422 -7.530  0.0136
H 1.755 0.972 -7.046  0.0185
H 1.073 2.514 -6.528  0.0195
H -2.056 1.725 -5.657  0.0164
H -1.171 2.593 -4.394  0.0295
H -2.019 1.106 -3.988  0.0009
H 2.873 1.787 -5.002  0.0812
H 4.541 1.881 -3.142  0.0800
H 3.921 0.833 -0.968  0.0987
C -2.476 0.433 0.410  -0.1822
Si -2.727 -1.283 1.115  0.5129
C -3.115 -2.473 -0.288  -0.1835
C -4.227 -1.246 2.266  -0.1932
C -1.255 -2.067 2.029  -0.2034
H -3.364 0.690 -0.174  0.0370
H -1.622 0.472 -0.271  -0.0515
H -2.334 1.210 1.161  0.0059
H -4.099 -2.273 -0.716  0.0215
H -3.095 -3.510 0.054  0.0239
H -2.369 -2.368 -1.074  -0.0096
H -5.114 -0.926 1.715  0.0166
H -4.072 -0.554 3.094  0.0169
H -4.427 -2.232 2.688  0.0162
H -0.695 -2.623 1.277  0.0590
H -1.667 -2.808 2.736  0.0921
S 0.437 2.844 0.564  0.5338
C -0.911 3.591 1.318  -0.9001
N -1.629 4.469 0.478  -0.0132
C -2.418 5.471 1.049  -0.1671
C -2.839 5.270 2.339  -0.1643
C -2.345 4.162 3.026  -0.2041
N -1.310 3.395 2.542  0.0081
H -1.146 4.655 -0.387  0.0805
H -2.679 6.318 0.432  0.0784
H -3.520 5.967 2.811  0.0734
H -2.684 3.923 4.027  0.0666

Calculated values
net charge = -2
orbital gap (alpha / beta) = 4.1 / 3.5 eV
ΔE to the lowest compared entry with this formula, charge and spin = 20.59 kcal/mol

Ordered calculated total energy results: -20261.8667; -103304.2054; -82459.5601; unit eV.